1.
88
Properties=species:S:1:pos:R:3:lowdin_charge:R:1 method="wB97M-V/def2-TZVPD" homo_lumo_gap_ev=4.2240 homo_ev=-8.58 charge=+2
Br 4.21 4.00 3.96 -0.99
C 5.41 9.23 4.40 0.04
C 5.05 10.08 5.62 -0.31
O 3.87 10.31 5.95 0.13
N 6.18 10.96 6.17 0.09
H 6.48 10.48 7.01 0.18
H 6.97 10.90 5.54 0.17
C 5.61 12.37 6.34 0.04
H 4.44 8.85 4.09 0.11
H 6.01 8.34 4.60 0.11
H 5.89 9.87 3.66 0.10
H 4.87 12.49 7.13 0.12
H 5.48 12.56 5.27 0.12
H 6.38 13.07 6.67 0.10
C -0.74 -1.72 7.29 0.03
N -0.31 -0.26 7.48 -0.29
C 0.61 0.25 6.32 0.03
C -1.57 0.69 7.45 0.02
C 0.52 -0.04 8.82 -0.07
C -0.19 -0.26 10.12 -0.31
O -0.59 -1.53 10.20 -0.02
H -1.34 -2.08 8.12 0.10
H 0.14 -2.32 7.07 0.11
H -1.31 -1.58 6.36 0.10
H 0.86 1.30 6.45 0.11
H 0.14 0.09 5.35 0.10
H 1.46 -0.43 6.36 0.11
H -2.33 0.32 8.14 0.10
H -2.03 0.75 6.47 0.10
H -1.27 1.72 7.66 0.11
H 0.87 0.99 8.79 0.14
H 1.43 -0.65 8.78 0.14
H -1.10 0.33 10.06 0.11
H 0.34 0.12 10.99 0.15
H -0.78 -1.75 11.11 0.12
C 0.44 0.36 -0.93 -0.09
C 0.77 -0.46 -2.20 -0.25
C -0.47 -0.85 -2.94 -0.29
C -0.24 -1.65 -4.18 -0.30
P -1.54 -2.73 -4.67 1.01
C -3.03 -1.81 -5.04 -0.26
C -4.12 -2.69 -5.75 -0.22
C -5.27 -1.91 -6.41 -0.24
C -4.83 -0.81 -7.40 -0.10
C -0.79 -3.70 -6.10 -0.23
C -0.56 -2.85 -7.34 -0.26
C -0.42 -3.76 -8.60 -0.21
C 0.55 -3.01 -9.67 -0.07
C -1.90 -3.92 -3.34 -0.27
C -0.67 -4.41 -2.63 -0.25
C -1.05 -5.14 -1.33 -0.28
C 0.10 -5.54 -0.48 -0.11
H 1.29 0.89 -0.50 0.08
H 0.15 -0.29 -0.11 0.07
H -0.34 1.11 -1.08 0.07
H 1.38 -1.30 -1.88 0.11
H 1.34 0.12 -2.92 0.12
H -1.02 0.05 -3.22 0.13
H -1.13 -1.42 -2.30 0.11
H 0.57 -2.33 -3.94 0.10
H 0.11 -1.09 -5.05 0.12
H -2.72 -0.94 -5.62 0.09
H -3.34 -1.38 -4.10 0.10
H -4.48 -3.54 -5.17 0.11
H -3.58 -3.10 -6.61 0.09
H -5.74 -1.46 -5.53 0.11
H -6.04 -2.56 -6.82 0.11
H -4.15 -1.14 -8.18 0.07
H -4.32 0.01 -6.90 0.06
H -5.63 -0.22 -7.85 0.08
H -1.43 -4.55 -6.35 0.10
H 0.17 -4.00 -5.69 0.10
H 0.32 -2.20 -7.35 0.10
H -1.42 -2.23 -7.59 0.10
H -1.42 -3.86 -9.02 0.09
H -0.26 -4.83 -8.42 0.10
H 0.17 -2.05 -10.02 0.07
H 0.81 -3.64 -10.52 0.07
H 1.49 -2.77 -9.17 0.06
H -2.63 -4.65 -3.69 0.11
H -2.44 -3.40 -2.55 0.10
H -0.16 -3.49 -2.35 0.09
H 0.04 -5.00 -3.21 0.13
H -1.51 -6.08 -1.64 0.12
H -1.77 -4.56 -0.75 0.12
H 0.56 -4.61 -0.13 0.07
H 0.81 -6.14 -1.05 0.09
H -0.30 -5.93 0.45 0.08



2.
89
Properties=species:S:1:pos:R:3:lowdin_charge:R:1 method="wB97M-V/def2-TZVPD" homo_lumo_gap_ev="2.1192 / 5.0523" s_squared=2.007 homo_ev="-2.21 / -5.16" multiplicity=3 e_above_lowest_kcal_mol=169.3
P -1.71 4.60 0.76 0.95
P 2.00 3.33 -0.72 0.92
C 0.01 5.29 0.49 -0.40
C 0.98 4.89 -0.68 -0.34
H 0.54 5.26 1.45 0.05
H -0.21 6.36 0.34 0.00
H 0.48 5.00 -1.65 0.07
H 1.76 5.67 -0.69 0.06
C 3.20 3.48 0.61 -0.19
H 3.71 2.51 0.77 0.06
H 2.74 3.81 1.55 0.05
H 3.97 4.21 0.33 0.05
C 2.96 3.52 -2.26 -0.20
H 3.72 4.30 -2.12 0.05
H 2.30 3.82 -3.08 0.06
H 3.45 2.56 -2.49 0.06
C -2.35 5.34 2.27 -0.24
H -3.27 4.82 2.57 0.06
H -2.59 6.40 2.06 0.04
H -1.61 5.31 3.07 0.05
C -2.72 5.23 -0.60 -0.23
H -2.24 5.09 -1.57 0.05
H -2.91 6.30 -0.43 0.03
H -3.68 4.69 -0.58 0.06
Pt -0.73 -1.80 1.95 0.46
C 1.19 1.75 -1.00 -0.46
C 1.10 1.53 0.44 -0.30
C 0.29 2.25 1.41 -0.30
C -1.19 2.02 1.74 -0.16
C -2.14 2.85 0.79 -0.41
C -2.17 2.31 -0.57 -0.12
C -1.15 2.63 -1.53 -0.24
C -0.07 1.58 -1.86 -0.14
C -2.52 -1.15 1.07 -0.24
H 1.98 1.12 -1.44 0.11
H 1.61 0.62 0.78 0.05
H 0.35 3.31 1.11 0.02
H 0.84 2.21 2.37 0.11
H -1.45 0.94 1.72 0.05
H -1.36 2.35 2.78 0.10
H -3.15 2.83 1.22 0.12
H -2.92 1.57 -0.81 0.11
H -0.63 3.53 -1.14 0.04
H -1.64 2.93 -2.48 0.13
H -0.45 0.56 -1.67 0.11
H 0.20 1.66 -2.93 0.11
H -2.92 -1.92 0.41 -0.03
H -2.40 -0.18 0.56 -0.04
H -3.13 -1.07 2.00 0.01
C 1.03 -3.63 3.27 -0.23
Si -0.36 -4.15 2.10 0.25
C -0.26 -5.88 1.40 -0.22
C -2.10 -3.79 2.83 -0.26
Si 0.07 -2.79 0.05 0.38
Si 2.36 -2.74 -0.43 0.34
C 2.93 -4.53 -0.26 -0.22
C 2.54 -2.10 -2.20 -0.22
C 3.32 -1.65 0.77 -0.22
Si -1.15 -3.56 -1.79 0.36
C -0.16 -5.03 -2.47 -0.22
C -2.88 -4.13 -1.26 -0.22
C -1.27 -2.19 -3.08 -0.23
H 0.91 -4.29 4.14 0.03
H 0.96 -2.58 3.61 0.02
H 2.01 -3.77 2.82 0.02
H -0.56 -6.56 2.22 0.03
H -0.95 -6.03 0.56 0.02
H 0.75 -6.14 1.07 0.02
H -2.18 -2.81 3.36 0.01
H -2.91 -3.84 2.10 0.03
H -2.18 -4.58 3.58 0.03
H 2.46 -5.20 -1.00 0.02
H 4.02 -4.58 -0.41 0.03
H 2.72 -4.95 0.73 0.01
H 2.17 -1.07 -2.29 0.01
H 3.60 -2.11 -2.49 0.03
H 1.99 -2.71 -2.93 0.01
H 3.36 -0.61 0.42 0.01
H 2.86 -1.66 1.77 0.01
H 4.36 -2.02 0.87 0.03
H 0.00 -5.80 -1.70 0.02
H -0.71 -5.50 -3.30 0.03
H 0.83 -4.73 -2.84 0.01
H -3.58 -3.29 -1.23 0.02
H -3.27 -4.88 -1.98 0.03
H -2.88 -4.60 -0.27 0.01
H -1.79 -1.31 -2.67 0.02
H -0.28 -1.86 -3.42 0.02
H -1.84 -2.52 -3.96 0.03